Record 1
A 2-piece molecular cluster, C9H17N5O overall. Source: the Open Molecules 2025 dataset; level of theory: wB97M-V/def2-TZVPD.

## Properties
HOMO   -7.3 eV
HOMO-LUMO gap   8.16 eV
Energy relative to the best compared isomer or geometry (same formula, charge and spin)   199.5 kJ/mol

Each line ends with the natural charge from an NBO analysis.
Geometry (Å):
C (1.134556, 2.140883, -1.460182)  0.0635
C (0.213435, 0.765965, 0.329608)  0.4066
C (0.277554, 1.938634, -0.347744)  -0.3727
C (-3.235266, -0.752025, 1.489786)  -0.4032
C (-2.991799, 0.749848, 1.177129)  -0.4280
C (-1.932578, -1.491866, 1.047615)  -0.4029
C (-1.720065, 1.252364, 1.790999)  -0.2163
C (-0.752236, -0.969277, 1.759759)  -0.2209
C (1.945965, 0.017864, -1.025385)  0.5653
N (0.996567, -0.204994, -0.159855)  -0.5483
N (-0.541414, 0.466432, 1.469046)  -0.4063
N (2.015954, 1.203711, -1.775312)  0.0067
N (2.886985, -0.908370, -1.332585)  -0.7826
N (4.055258, -1.545486, -4.022518)  -1.0857
O (2.811183, 1.354989, -2.804970)  -0.6342
H (1.297532, 3.175708, -1.713962)  0.2293
H (3.287110, -1.132906, -4.409442)  0.3686
H (-0.218194, 2.739399, 0.090487)  0.2065
H (-3.496633, -0.788073, 2.605378)  0.1972
H (-3.986416, -1.123339, 0.845206)  0.2129
H (-3.179897, 0.926644, 0.097950)  0.2104
H (-3.744761, 1.431600, 1.566988)  0.2117
H (-1.942478, -2.555373, 1.274073)  0.2108
H (-1.831317, -1.304949, -0.037955)  0.2024
H (-1.543218, 2.216547, 1.383740)  0.2085
H (-1.827209, 1.344343, 2.901814)  0.2009
H (-1.194518, -0.961733, 2.765259)  0.1881
H (0.015429, -1.608927, 1.539130)  0.2334
H (3.466187, -0.831470, -2.150297)  0.4479
H (2.822410, -1.731566, -0.805690)  0.3988
H (4.422381, -2.275199, -4.695652)  0.3627
H (4.813157, -0.884201, -3.925783)  0.3690

Atomic forces in eV per Å
-0.6690 0.0755 3.3554
0.2040 -1.6204 -0.0478
0.5105 0.9822 -1.0497
1.3681 1.1334 0.8864
-1.5312 -0.4075 -0.3974
-1.6413 0.2327 -0.7478
0.7175 -0.0352 -0.0064
-2.5051 2.5789 1.1154
0.4141 0.1638 -1.5478
0.5815 -1.1667 1.0631
0.8860 -0.7660 -0.8401
-0.3618 -0.0408 -0.7331
-0.9514 1.6458 0.3264
3.3778 -2.9239 0.1545
0.3501 -0.6169 0.5127
0.0536 -0.2354 -1.0813
-2.3394 1.5886 -1.3097
-0.8256 1.6857 0.0447
0.3911 -0.6350 -1.5157
-1.3542 -0.3626 -0.1183
1.1223 -0.1606 0.2224
-0.5458 -0.3323 0.5207
-0.4563 -0.2303 -0.3138
-0.0521 -0.4731 0.2550
0.1026 1.1048 0.1113
0.1349 -0.1970 -0.8153
1.3949 -0.3361 0.5714
2.4992 -0.8909 0.1626
-0.0487 -0.0711 -0.2157
0.0961 -1.1782 0.4126
-0.7671 1.1199 1.1450
-0.1551 0.3684 -0.1198

=====

Record 2
A single C3H3F3 molecule. Source: the Open Molecules 2025 dataset; level of theory: wB97M-V/def2-TZVPD.

## Properties
HOMO   -9.5 eV
HOMO-LUMO gap   10.35 eV
Energy relative to the best compared isomer or geometry (same formula, charge and spin)   60.8 kJ/mol
Structure (SMILES)   CC(F)=C(F)F

Each line ends with the natural charge from an NBO analysis.
Geometry (Å):
C (-1.078288, 0.531130, 0.050329)  -0.6740
C (0.033648, -0.472275, -0.065077)  0.2367
F (-0.397443, -1.777633, -0.166925)  -0.3272
C (1.363307, -0.281809, -0.008296)  0.6536
F (1.955610, 0.884903, -0.165849)  -0.2931
F (2.175317, -1.323559, 0.080302)  -0.2940
H (-1.738648, 0.261145, 0.865855)  0.2340
H (-1.658859, 0.653287, -0.872331)  0.2289
H (-0.654640, 1.524809, 0.281994)  0.2351

Atomic forces in eV per Å
0.8623 0.6265 -0.4008
0.1930 -0.1272 0.0136
0.3837 0.9070 0.3704
-1.9452 -0.8958 -0.4449
0.2288 -0.1959 0.4583
0.4029 0.6122 -0.2001
-0.1308 -0.1695 0.0964
0.1139 -0.2974 0.1675
-0.1087 -0.4599 -0.0604

=====

Record 3
C33H33N2O9PPdS2 as an isolated structure. Source: the Open Molecules 2025 dataset; level of theory: wB97M-V/def2-TZVPD.

## Properties
HOMO (alpha / beta)   -8.3 / -9.5 eV
<S²>   6.023
2S+1   5
HOMO-LUMO gap (alpha / beta)   7.95 / 6.47 eV
Energy relative to the best compared isomer or geometry (same formula, charge and spin)   66.6 kJ/mol

Each line ends with the Mulliken spin population.
Geometry (Å):
Pd (0.076001, -1.143050, 1.194313)  1.2200
C (2.091960, -1.647254, -2.440465)  0.0059
C (3.329355, -1.969317, -1.611115)  -0.0014
C (4.001536, -3.238634, -2.127651)  0.0004
C (2.956770, -2.152133, -0.134176)  -0.0037
C (4.146913, -2.145422, 0.811548)  0.0009
O (4.212681, -0.763227, 1.243449)  0.0108
C (2.986020, -0.262972, 1.049963)  0.0195
N (2.176753, -0.994222, 0.366977)  0.0748
C (2.786495, 1.098247, 1.568771)  0.0260
C (3.859279, 1.663897, 2.254220)  0.0040
C (3.810757, 2.970604, 2.707911)  0.0024
C (2.689068, 3.737099, 2.467583)  0.0015
C (1.607678, 3.181051, 1.800499)  0.0148
C (1.631663, 1.862983, 1.355281)  -0.0138
P (0.131206, 1.194146, 0.579358)  0.1775
C (0.257721, 1.630983, -1.169520)  -0.0207
C (0.903201, 2.773105, -1.631000)  0.0084
C (0.887199, 3.072816, -2.986444)  0.0011
C (0.229661, 2.237384, -3.878119)  0.0020
C (-0.407495, 1.092086, -3.419645)  -0.0005
C (-0.390393, 0.786503, -2.068422)  0.0494
C (-1.217380, 2.212017, 1.250526)  0.0177
C (-1.340517, 2.394867, 2.627129)  0.0195
C (-2.428219, 3.079638, 3.145921)  -0.0088
C (-3.400819, 3.592765, 2.302023)  0.0167
C (-3.274974, 3.431098, 0.930601)  -0.0078
C (-2.193182, 2.741597, 0.402956)  0.0259
H (2.323496, -1.664699, -3.507096)  0.0001
H (1.700924, -0.662253, -2.194798)  0.0009
H (1.306539, -2.382170, -2.243580)  0.0008
H (4.037962, -1.133705, -1.684108)  0.0003
H (3.297788, -4.074362, -2.105460)  -0.0001
H (4.874359, -3.520674, -1.536734)  0.0000
H (4.330486, -3.104279, -3.158565)  0.0000
H (2.366362, -3.056640, -0.035180)  0.0070
H (5.097707, -2.388735, 0.346267)  0.0003
H (3.978285, -2.759891, 1.695756)  0.0020
H (4.740042, 1.065289, 2.430382)  0.0006
H (4.653933, 3.382763, 3.245601)  0.0001
H (2.638587, 4.763730, 2.805674)  0.0002
H (0.722288, 3.780440, 1.636859)  0.0007
H (1.426414, 3.424050, -0.941169)  0.0001
H (1.390667, 3.960776, -3.345697)  0.0000
H (0.222300, 2.474248, -4.934218)  0.0000
H (-0.897804, 0.424806, -4.116324)  0.0003
H (-0.871863, -0.116955, -1.709097)  0.0118
H (-0.579051, 2.024545, 3.303867)  0.0073
H (-2.508070, 3.209316, 4.217431)  -0.0003
H (-4.254203, 4.117213, 2.710819)  0.0007
H (-4.025036, 3.844965, 0.267732)  -0.0003
H (-2.104914, 2.623262, -0.669373)  0.0042
C (-3.078015, -1.391224, -4.463342)  -0.0001
C (-3.105782, -1.258156, -2.966123)  -0.0010
C (-2.632244, -2.287189, -2.153070)  0.0014
C (-2.723611, -2.205210, -0.773593)  -0.0148
C (-3.256523, -1.054862, -0.206972)  0.0003
C (-3.710549, -0.003682, -0.989096)  -0.0022
C (-3.637811, -0.118195, -2.368288)  0.0013
S (-3.472923, -0.979995, 1.535039)  -0.0375
O (-4.082888, -2.184878, 2.001806)  0.0643
O (-4.028380, 0.292768, 1.890010)  0.0531
N (-1.900102, -1.007334, 2.119248)  0.9181
C (-1.788859, -0.913171, 3.551256)  -0.0125
C (-0.397775, -0.416351, 4.014165)  -0.0065
O (-0.283600, -0.116273, 5.184845)  0.0346
O (0.520662, -0.320400, 3.112968)  0.2129
H (-2.363296, -2.149466, -4.780996)  0.0000
H (-2.826602, -0.446147, -4.945422)  0.0000
H (-4.062284, -1.686709, -4.832647)  0.0000
H (-2.201883, -3.175561, -2.598391)  0.0009
H (-2.389279, -3.023994, -0.152481)  -0.0011
H (-4.126903, 0.872172, -0.510998)  0.0010
H (-4.002335, 0.689729, -2.991822)  0.0001
H (-1.951347, -1.912793, 3.974461)  0.0447
H (-2.553548, -0.255393, 3.971847)  0.0247
O (0.035077, -5.391377, 1.382360)  0.2818
S (0.079566, -3.957304, 1.215456)  -0.0649
O (1.149429, -3.261858, 1.949101)  0.1387
O (0.014208, -3.480539, -0.165615)  0.0305
O (-1.208514, -3.524283, 1.924826)  0.6532

Atomic forces in eV per Å
0.3395 0.4320 0.0131
-0.0125 0.0148 0.0113
-0.0060 0.0069 0.0331
-0.0026 0.0006 0.0247
-0.0391 -0.0461 -0.1183
0.0098 -0.0508 -0.0089
-0.0142 0.0305 0.0189
0.0144 -0.3059 -0.3007
0.0623 0.2522 0.3032
0.1228 0.1843 0.1178
0.0080 -0.0254 0.0002
0.1075 -0.0357 0.0338
-0.1007 0.0875 -0.0243
0.0189 -0.0257 -0.0121
-0.0620 0.0699 0.0448
-0.0820 -0.0132 0.0828
-0.2252 -0.2032 -0.0096
0.0623 0.0589 -0.0956
0.0472 0.0361 0.1064
-0.0465 -0.0886 -0.0021
0.0498 0.0289 -0.0817
0.0071 0.0736 0.0023
-0.0954 0.0651 -0.2702
-0.0038 -0.0274 0.1532
0.0756 -0.0348 0.0496
-0.0011 -0.0111 -0.0850
-0.0396 0.0241 0.0073
0.1217 -0.0137 0.0891
0.0185 0.0046 -0.0003
0.0056 -0.0119 -0.0094
-0.0080 -0.0084 -0.0149
-0.0089 -0.0009 -0.0027
-0.0062 0.0045 0.0057
0.0109 -0.0110 -0.0046
-0.0001 -0.0007 -0.0033
-0.0031 0.0185 0.0255
0.0082 0.0048 -0.0014
0.0006 -0.0087 -0.0057
-0.0079 0.0088 0.0034
-0.0009 0.0026 0.0009
0.0078 0.0008 0.0022
0.0067 0.0051 0.0237
-0.0300 -0.0029 0.0024
0.0061 -0.0013 0.0010
0.0035 -0.0008 -0.0020
0.0002 0.0204 0.0134
0.0190 0.0030 -0.0038
-0.0135 -0.0391 -0.0412
-0.0097 -0.0056 -0.0014
0.0045 0.0119 0.0002
0.0167 -0.0253 -0.0084
0.0122 -0.0125 -0.0283
-0.0257 -0.0210 -0.0043
0.0185 -0.0567 0.0085
-0.0264 0.0193 -0.0029
-0.0202 -0.0125 -0.0196
0.0563 -0.0636 0.1053
-0.0393 0.0246 -0.0353
-0.0458 0.0388 0.0538
-0.1898 0.0343 0.0239
0.0152 -0.0548 -0.0201
0.0498 0.0297 -0.0587
0.2391 0.0567 0.0701
0.0137 0.1229 -0.0358
-0.2109 -0.0201 0.0741
0.0095 0.0138 -0.1516
0.0567 -0.1008 -0.0726
0.0083 0.0176 -0.0034
-0.0093 0.0039 0.0002
0.0059 -0.0156 -0.0016
0.0060 0.0039 -0.0048
-0.0159 0.0220 0.0020
-0.0067 0.0089 -0.0205
0.0026 0.0091 0.0064
0.0569 -0.0471 -0.0346
-0.0327 -0.0319 0.0056
0.0306 -0.1121 0.0340
0.1219 0.2917 0.1674
-0.1736 -0.1900 -0.1715
0.0256 0.0640 0.0126
-0.2687 -0.4751 0.0387

=====

Which electronic energy belongs to each record? In order, -19104.5506, -11310.9281, -90600.6516 eV.
Which F_max belongs to each record? In order, 4.5, 2.2, 0.5 eV/Å.